*P*
Below is an isolated molecule of C2H3NO2, with properties calculated with wB97M-V/def2-TZVPD.

Positions of all 8 atoms, in Å:
C 0.56 0.82 0.64
C 0.49 -0.45 -0.11
N -1.87 -0.26 -0.09
O -0.77 -1.08 0.18
O -1.68 0.84 -0.43
H 1.26 1.64 0.58
H 0.69 -0.49 -1.20
H 1.31 -1.01 0.43

Output
E_LUMO (alpha / beta) = -0.3966 / -0.3810 eV
HOMO-LUMO gap (alpha / beta) = 8.353 / 8.274 eV

***

*Q*
Below is an isolated molecule of C2H3NO2, with properties calculated with wB97M-V/def2-TZVPD.

Positions of all 8 atoms, in Å:
C -0.19 0.04 0.51
C 0.31 0.41 -1.00
H -0.96 0.52 2.27
H -0.92 1.87 1.04
H 0.46 1.51 -1.40
N -0.73 0.91 1.43
O -0.01 -1.17 0.70
O 0.74 -0.44 -1.82

Output
SMILES = NC(=O)C=O
E_LUMO = -0.2286 eV
HOMO-LUMO gap = 9.743 eV

***

*R*
Below is a cluster of 2 separate species, C2H3NO2 in total, with properties calculated with wB97M-V/def2-TZVPD.

Positions of all 8 atoms, in Å:
C -2.69 0.33 -0.41
C 0.57 -0.36 -0.34
N 1.28 0.73 0.11
O -2.45 -0.04 0.64
O 0.27 0.01 0.89
H 0.01 -0.29 -1.24
H 0.95 -1.52 -0.34
H 2.07 1.15 0.70

Output
E_LUMO = 1.1431 eV
HOMO-LUMO gap = 10.358 eV

***

*S*
Below is a cluster of 2 separate species, C2H3NO2 in total, with properties calculated with wB97M-V/def2-TZVPD.

Positions of all 8 atoms, in Å:
C -1.57 0.99 0.11
C -2.16 -0.06 0.29
N 1.74 0.32 -0.23
O 2.85 0.30 0.14
O 1.16 -0.88 -0.45
H -0.85 1.61 -0.03
H -2.86 -0.72 0.37
H 1.70 -1.57 -0.20

Output
SMILES = O=NO.C#C
E_LUMO = 0.3195 eV
HOMO-LUMO gap = 10.843 eV

***

Which of them is the most stable? Correct choice: *Q*.

***

*P*
Below is an isolated molecule of C2H3NO2, with properties calculated with wB97M-V/def2-TZVPD.

Positions of all 8 atoms, in Å:
O -0.02 -0.12 -1.28
C 0.45 -0.86 -0.35
N 0.16 -0.37 0.81
C -0.58 0.99 -0.12
O -1.74 1.18 -0.06
H 1.03 -1.76 -0.58
H 0.45 -0.75 1.70
H 0.25 1.71 -0.11

Output
E_LUMO = 0.8372 eV
HOMO-LUMO gap = 11.017 eV

***

*Q*
Below is an isolated molecule of C2H3NO2, with properties calculated with wB97M-V/def2-TZVPD.

Positions of all 8 atoms, in Å:
C 1.64 -0.27 0.09
C -1.67 0.23 -0.07
H 2.40 -1.09 0.08
H 1.93 0.80 0.48
H -2.25 1.25 0.24
N 0.45 -0.62 -0.45
O -0.39 0.58 -0.34
O -2.12 -0.88 -0.01

Output
SMILES = C=NOC=O
E_LUMO = 0.3761 eV
HOMO-LUMO gap = 11.044 eV

***

*R*
Below is a cluster of 2 separate species, C2H3NO2 in total, with properties calculated with wB97M-V/def2-TZVPD.

Positions of all 8 atoms, in Å:
C 1.77 -0.54 0.10
C -1.24 0.51 -0.14
N -0.73 -0.67 -0.83
O 2.53 0.34 -0.15
O -1.37 -0.79 0.37
H 1.60 -1.16 1.06
H -0.58 1.23 0.24
H -1.99 1.09 -0.64

Output
E_LUMO (alpha / beta) = 0.0734 / 0.2762 eV
HOMO-LUMO gap (alpha / beta) = 8.329 / 9.827 eV

***

Which of them is the most stable? Correct choice: *P*.

***

*P*
Below is a cluster of 2 separate species, C2H3NO2 in total, with properties calculated with wB97M-V/def2-TZVPD.

Positions of all 8 atoms, in Å:
C 1.58 -0.40 -0.13
C -1.49 0.20 0.06
N -2.21 -0.73 -0.02
O 1.97 0.83 0.09
O -1.01 1.23 -0.08
H 2.59 -0.98 -0.26
H 1.22 1.47 0.37
H -2.66 -1.62 -0.03

Output
E_LUMO = 0.8279 eV
HOMO-LUMO gap = 9.550 eV

***

*Q*
Below is an isolated molecule of C2H3NO2, with properties calculated with wB97M-V/def2-TZVPD.

Positions of all 8 atoms, in Å:
C 0.53 0.48 0.85
C -0.59 0.05 -0.12
N -1.22 1.34 1.87
O -1.76 0.57 0.80
O 0.06 1.24 1.85
H 1.59 0.66 0.67
H -0.64 0.41 -1.12
H -0.84 -1.09 -0.25

Output
E_LUMO (alpha / beta) = 0.3603 / 0.8576 eV
HOMO-LUMO gap (alpha / beta) = 8.748 / 9.113 eV

***

*R*
Below is an isolated molecule of C2H3NO2, with properties calculated with wB97M-V/def2-TZVPD.

Positions of all 8 atoms, in Å:
C -1.50 0.40 0.08
C -0.28 -0.40 -0.05
N 2.19 -0.31 0.08
O -2.57 -0.16 -0.05
O 1.00 0.17 -0.13
H -1.30 1.42 0.30
H -0.33 -1.53 0.00
H 2.79 0.41 -0.22

Output
E_LUMO (alpha / beta) = -0.4702 / -1.1728 eV
HOMO-LUMO gap (alpha / beta) = 8.872 / 8.654 eV

***

*S*
Below is a cluster of 2 separate species, C2H3NO2 in total, with properties calculated with wB97M-V/def2-TZVPD.

Positions of all 8 atoms, in Å:
C -0.17 0.01 -0.94
C -1.73 0.63 1.49
N 0.66 -0.17 -0.02
O 1.61 -1.16 -0.27
O -1.47 1.65 1.90
H -0.16 -0.56 -1.87
H -0.93 0.75 -0.80
H 2.19 -1.15 0.51

Output
E_LUMO = 1.0820 eV
HOMO-LUMO gap = 11.410 eV

***

Which of them is the most stable? Correct choice: *S*.

***

*P*
Below is a structure of composition C2H7NO4, with properties calculated with wB97M-V/def2-TZVPD.

Positions of all 14 atoms, in Å:
C -1.06 -1.45 0.52
C -0.35 -0.45 -0.32
O -0.82 1.16 0.63
O -0.52 2.25 -0.29
O -0.25 -0.29 -1.48
H -1.27 2.18 -0.90
H -0.61 -2.43 0.36
H -2.11 -1.48 0.21
H -1.00 -1.19 1.58
N 2.16 0.46 -0.21
O 1.11 -0.08 0.59
H 0.39 0.76 0.90
H 2.62 -0.36 -0.60
H 1.71 0.94 -0.99

Output
E_LUMO = 0.7736 eV
HOMO-LUMO gap = 10.445 eV

***

*Q*
Below is a cluster of 3 separate species, C2H7NO4 in total, with properties calculated with wB97M-V/def2-TZVPD.

Positions of all 14 atoms, in Å:
O 1.61 0.19 1.90
C 0.61 0.82 1.70
N 0.14 1.17 0.44
C 0.71 0.91 -0.82
O 1.65 0.19 -1.00
H -0.08 1.21 2.47
H -0.82 1.47 0.43
H 0.19 1.46 -1.62
H 0.57 -1.50 0.03
H 1.73 -2.53 0.17
O 0.78 -2.46 0.00
H -2.52 -0.65 -0.47
H -2.32 -0.28 -2.08
O -2.23 -0.01 -1.15

Output
SMILES = O=CNC=O.O.O
E_LUMO = 0.2922 eV
HOMO-LUMO gap = 10.491 eV

***

Which of them is the most stable? Correct choice: *Q*.

***

*P*
Below is a cluster of 2 separate species, CH3NOS2 in total, with properties calculated with wB97M-V/def2-TZVPD.

Positions of all 8 atoms, in Å:
C 1.06 1.97 2.13
N 0.54 2.21 1.09
O 0.09 -2.07 -0.90
S 1.93 1.57 3.34
S -1.10 -1.48 0.15
H 0.20 1.71 0.20
H -0.46 -1.38 1.28
H 0.06 -1.50 -1.81

Output
SMILES = N=C=S.OS
E_LUMO = -0.0580 eV
HOMO-LUMO gap = 9.384 eV

***

*Q*
Below is an isolated molecule of CH3NOS2, with properties calculated with wB97M-V/def2-TZVPD.

Positions of all 8 atoms, in Å:
C 0.63 1.02 -0.03
N 0.26 -1.27 0.67
O -1.02 -1.18 0.51
S -0.98 1.37 0.35
S -1.88 0.02 -0.80
H 1.45 0.95 0.64
H 0.83 0.86 -1.15
H 0.71 -1.77 -0.19

Output
E_LUMO (alpha / beta) = -1.0406 / -1.0412 eV
HOMO-LUMO gap (alpha / beta) = 7.717 / 7.714 eV

***

Which of them is the most stable? Correct choice: *P*.

***

*P*
Below is an isolated molecule of C3H2O2, with properties calculated with wB97M-V/def2-TZVPD.

Positions of all 7 atoms, in Å:
C 0.52 0.98 0.12
C -0.26 0.44 1.08
C -0.12 -0.30 -0.08
O -0.06 -2.02 -1.99
O -0.53 -1.29 -0.81
H 1.14 1.71 -0.36
H -0.70 0.48 2.05

Output
E_LUMO = -0.2869 eV
HOMO-LUMO gap = 7.961 eV

***

*Q*
Below is an isolated molecule of C3H2O2, with properties calculated with wB97M-V/def2-TZVPD.

Positions of all 7 atoms, in Å:
C -1.19 -0.45 0.16
C 0.05 -1.36 0.26
C 1.53 0.54 0.40
O -1.08 0.73 0.38
O 0.95 -0.51 0.21
H -1.95 -1.15 0.15
H 1.97 1.24 -0.34

Output
E_LUMO (alpha / beta) = -0.9112 / -0.9119 eV
HOMO-LUMO gap (alpha / beta) = 8.027 / 8.024 eV

***

*R*
Below is an isolated molecule of C3H2O2, with properties calculated with wB97M-V/def2-TZVPD.

Positions of all 7 atoms, in Å:
C -0.71 0.23 0.02
C 0.71 0.12 -0.07
C 1.93 0.09 -0.04
H -2.28 -0.67 -0.05
H 2.98 -0.08 0.17
O -1.34 -0.95 -0.02
O -1.30 1.27 -0.02

Output
SMILES = C#CC(=O)O
E_LUMO = 0.3739 eV
HOMO-LUMO gap = 11.187 eV

***

Which of them is the most stable? Correct choice: *R*.

***

*P*
Below is an isolated molecule of C8H7N, with properties calculated with wB97M-V/def2-TZVPD.

Positions of all 16 atoms, in Å:
C -1.09 1.70 -1.02
C -0.10 1.76 -0.05
C -1.50 0.35 -1.54
C 1.48 -1.25 1.49
C 1.38 0.20 1.45
C -0.92 -0.81 -1.08
C 0.73 -1.78 0.48
C 0.48 0.49 0.45
N 0.07 -0.73 -0.11
H -1.54 2.60 -1.40
H 0.23 2.70 0.40
H -2.32 0.32 -2.24
H 2.01 -1.89 2.20
H 1.82 0.93 2.13
H -1.32 -1.76 -1.42
H 0.60 -2.83 0.26

Output
SMILES = c1ccn2cccc2c1
E_LUMO = 0.9866 eV
HOMO-LUMO gap = 8.584 eV

***

*Q*
Below is an isolated molecule of C8H7N, with properties calculated with wB97M-V/def2-TZVPD.

Positions of all 16 atoms, in Å:
C 0.31 1.69 0.45
C -0.01 1.69 1.78
C 0.08 0.44 -0.12
C -0.43 -0.33 0.96
C -0.76 -1.62 0.63
C -0.19 -1.77 -0.95
C 0.26 -0.39 -1.35
C 0.72 -0.04 -2.55
N -0.57 0.48 2.01
H 0.88 2.33 -0.31
H 0.13 2.39 2.60
H -1.26 -2.47 1.21
H -0.04 -2.79 -1.38
H 0.85 -0.87 -3.26
H 0.98 0.92 -2.72
H -0.95 0.34 3.00

Output
SMILES = C=C1C=Cc2[nH]ccc21
E_LUMO (alpha / beta) = -0.2386 / 0.0109 eV
HOMO-LUMO gap (alpha / beta) = 6.948 / 6.801 eV

***

Which of them is the most stable? Correct choice: *P*.

***

*P*
Below is a cluster of 9 separate species, C36H99N9O9 in total, with properties calculated with wB97M-V/def2-TZVPD.

Positions of all 153 atoms, in Å:
C 7.96 3.09 5.58
C 8.80 3.89 6.55
C 9.19 2.90 7.74
O 9.72 3.61 8.89
C 9.93 2.88 10.04
N 10.03 4.31 5.97
H 8.41 2.16 5.21
H 7.77 3.61 4.64
H 6.97 2.87 5.97
H 8.30 4.74 7.00
H 9.94 2.20 7.38
H 8.30 2.44 8.17
H 10.33 3.42 10.90
H 10.66 2.12 9.79
H 8.98 2.42 10.32
H 10.65 3.53 5.78
H 10.53 4.84 6.67
C 5.88 -4.42 6.37
C 6.25 -5.05 7.75
C 6.66 -3.96 8.79
O 7.85 -3.32 8.28
C 9.02 -3.95 8.80
N 5.08 -5.74 8.35
H 5.67 -5.24 5.69
H 6.62 -3.79 5.87
H 4.97 -3.83 6.44
H 7.09 -5.73 7.63
H 6.75 -4.15 9.86
H 6.01 -3.09 8.70
H 9.07 -4.96 8.38
H 9.21 -4.00 9.87
H 9.89 -3.40 8.45
H 5.14 -5.88 9.35
H 4.24 -5.20 8.22
C -0.49 -1.98 1.68
C -0.64 -0.75 0.88
C 0.02 -0.88 -0.50
O 1.39 -1.10 -0.57
C 2.24 -0.15 -0.01
N -2.03 -0.37 0.82
H 0.58 -2.19 1.81
H -0.79 -2.89 1.16
H -1.12 -1.82 2.55
H -0.11 -0.01 1.48
H -0.16 -0.01 -1.12
H -0.59 -1.65 -0.96
H 3.29 -0.36 -0.23
H 2.02 -0.20 1.05
H 2.05 0.89 -0.28
H -2.56 -1.11 0.38
H -2.03 0.44 0.22
C -9.21 -7.25 -5.48
C -9.23 -6.60 -4.12
C -8.49 -7.50 -3.11
O -8.30 -6.73 -1.84
C -7.00 -6.95 -1.40
N -8.73 -5.25 -4.22
H -9.69 -8.23 -5.46
H -8.17 -7.32 -5.83
H -9.50 -6.63 -6.33
H -10.21 -6.57 -3.64
H -7.55 -7.75 -3.61
H -8.94 -8.46 -2.84
H -6.19 -6.46 -1.94
H -6.64 -7.98 -1.40
H -6.83 -6.55 -0.40
H -7.83 -5.28 -4.66
H -8.70 -4.75 -3.34
C 3.15 1.99 13.12
C 1.73 2.38 12.70
C 0.93 1.30 11.89
O 1.39 1.33 10.52
C 0.56 0.99 9.48
N 1.05 2.61 13.94
H 3.63 2.93 13.35
H 3.80 1.71 12.30
H 3.14 1.23 13.91
H 1.68 3.29 12.10
H -0.13 1.57 11.90
H 0.95 0.29 12.32
H -0.27 1.67 9.30
H 0.23 0.00 9.79
H 1.12 0.90 8.55
H 1.16 1.73 14.43
H 0.06 2.61 13.70
C -5.17 -4.47 -12.07
C -5.77 -4.47 -10.66
C -4.67 -4.44 -9.60
O -5.20 -4.63 -8.28
C -4.25 -4.84 -7.28
N -6.56 -3.24 -10.46
H -4.52 -3.60 -12.21
H -5.96 -4.52 -12.82
H -4.59 -5.33 -12.40
H -6.22 -5.43 -10.42
H -4.09 -3.52 -9.53
H -3.93 -5.21 -9.84
H -4.48 -4.71 -6.23
H -3.35 -4.22 -7.32
H -3.94 -5.89 -7.34
H -7.09 -3.39 -9.61
H -7.28 -3.21 -11.17
C 7.79 0.24 -8.65
C 7.84 1.43 -7.75
C 6.55 1.37 -6.87
O 5.36 1.57 -7.68
C 4.23 1.95 -6.96
N 9.07 1.31 -6.86
H 8.57 0.35 -9.40
H 6.90 0.15 -9.27
H 7.98 -0.75 -8.24
H 7.90 2.36 -8.31
H 6.61 2.20 -6.17
H 6.49 0.40 -6.37
H 4.39 3.03 -6.87
H 4.13 1.57 -5.94
H 3.24 1.82 -7.40
H 9.12 0.61 -6.13
H 9.98 1.57 -7.21
C -3.22 6.03 0.69
C -4.72 5.97 1.04
C -5.45 7.26 1.54
O -6.86 7.21 1.59
C -7.47 8.45 2.00
N -5.41 5.62 -0.17
H -3.21 6.60 -0.24
H -2.80 5.04 0.51
H -2.56 6.50 1.42
H -4.91 5.09 1.64
H -5.19 8.05 0.84
H -4.97 7.49 2.49
H -7.10 9.24 1.34
H -7.00 8.65 2.96
H -8.56 8.49 2.05
H -6.40 5.76 -0.05
H -4.95 6.16 -0.90
C -5.04 5.44 -8.73
C -5.42 4.01 -9.45
C -5.13 2.83 -8.45
O -5.79 3.01 -7.27
C -5.60 1.93 -6.33
N -6.77 3.99 -9.84
H -3.96 5.40 -8.61
H -5.53 5.61 -7.78
H -5.34 6.23 -9.42
H -4.88 3.90 -10.39
H -4.06 2.82 -8.22
H -5.39 1.92 -8.99
H -6.20 1.05 -6.57
H -6.19 2.07 -5.43
H -4.61 1.75 -5.91
H -7.19 3.60 -9.00
H -7.06 3.28 -10.50

Output
SMILES = COC[C@H](C)N.COC[C@H](C)N.COC[C@H](C)N.COC[C@H](C)N.COC[C@H](C)N.COC[C@H](C)N.COC[C@H](C)N.COC[C@H](C)N.COC[C@H](C)N
E_LUMO = 0.4686 eV
HOMO-LUMO gap = 9.255 eV

***

*Q*
Below is a cluster of 9 separate species, C36H99N9O9 in total, with properties calculated with wB97M-V/def2-TZVPD.

Positions of all 153 atoms, in Å:
C -8.91 3.39 0.79
C -8.71 2.59 2.07
C -7.26 2.59 2.49
O -6.54 1.71 1.65
C -5.21 1.60 2.09
N -9.47 3.13 3.19
H -8.26 3.09 -0.03
H -8.67 4.45 0.98
H -9.95 3.40 0.45
H -8.93 1.53 1.87
H -7.21 2.23 3.53
H -6.82 3.60 2.43
H -5.22 1.26 3.13
H -4.70 2.56 1.94
H -4.65 0.86 1.51
H -9.18 4.08 3.38
H -10.46 3.15 2.97
C 2.29 -3.89 -1.87
C 1.54 -3.97 -3.19
C 1.65 -2.71 -4.04
O 0.88 -1.70 -3.43
C 0.62 -0.54 -4.23
N 2.09 -5.15 -3.92
H 1.81 -3.21 -1.17
H 3.29 -3.45 -2.01
H 2.44 -4.87 -1.44
H 0.50 -4.25 -3.01
H 1.35 -2.93 -5.08
H 2.70 -2.38 -4.12
H 0.33 -0.84 -5.25
H 1.54 0.06 -4.35
H -0.16 0.06 -3.77
H 3.08 -5.17 -4.11
H 1.64 -5.29 -4.83
C -0.11 3.64 7.43
C 0.64 4.70 6.61
C 1.00 4.23 5.26
O -0.14 4.31 4.45
C 0.11 3.93 3.16
N -0.12 5.97 6.51
H -0.47 4.05 8.38
H 0.45 2.73 7.67
H -1.00 3.30 6.90
H 1.58 4.90 7.15
H 1.34 3.17 5.25
H 1.81 4.85 4.84
H 0.38 2.86 3.16
H 0.89 4.54 2.70
H -0.82 3.98 2.60
H -0.44 6.27 7.42
H -0.98 5.78 5.99
C 2.91 2.73 1.39
C 4.07 2.56 0.42
C 3.85 1.37 -0.48
O 5.05 1.15 -1.20
C 4.90 0.11 -2.15
N 4.19 3.79 -0.42
H 3.09 3.48 2.15
H 2.81 1.77 1.92
H 1.99 2.85 0.82
H 5.00 2.35 0.98
H 2.98 1.51 -1.15
H 3.65 0.51 0.17
H 4.54 -0.80 -1.66
H 5.91 -0.19 -2.47
H 4.33 0.45 -3.02
H 4.39 4.59 0.17
H 5.02 3.69 -1.02
C -4.21 -5.49 -2.60
C -3.18 -4.37 -2.68
C -2.81 -3.98 -4.08
O -2.29 -5.09 -4.74
C -2.08 -4.80 -6.07
N -3.62 -3.18 -1.93
H -4.35 -5.70 -1.54
H -3.92 -6.38 -3.14
H -5.18 -5.16 -2.99
H -2.28 -4.78 -2.20
H -2.07 -3.16 -4.08
H -3.71 -3.63 -4.62
H -3.05 -4.64 -6.57
H -1.57 -5.64 -6.53
H -1.50 -3.88 -6.23
H -2.74 -2.63 -1.76
H -3.79 -3.60 -1.00
C 0.01 -5.47 0.22
C 0.67 -5.87 1.56
C 0.56 -4.80 2.58
O -0.83 -4.47 2.78
C -0.99 -3.41 3.66
N 0.26 -7.23 2.03
H 0.21 -4.40 0.04
H -1.08 -5.54 0.28
H 0.45 -6.01 -0.61
H 1.75 -5.91 1.34
H 1.04 -3.93 2.09
H 1.04 -5.04 3.54
H -0.62 -3.66 4.67
H -2.05 -3.23 3.70
H -0.40 -2.54 3.34
H -0.59 -7.09 2.59
H -0.07 -7.75 1.22
C -2.03 -1.11 0.73
C -1.15 -0.87 -0.47
C 0.17 -0.24 -0.02
O -0.03 1.09 0.45
C -0.19 2.02 -0.53
N -0.90 -2.18 -1.13
H -2.99 -1.57 0.50
H -2.21 -0.15 1.25
H -1.56 -1.71 1.52
H -1.58 -0.24 -1.26
H 0.90 -0.31 -0.84
H 0.58 -0.81 0.83
H -1.09 1.82 -1.14
H 0.61 2.14 -1.27
H -0.37 3.00 -0.08
H -0.39 -2.79 -0.50
H -0.30 -2.07 -1.98
C 4.21 -2.37 1.40
C 4.19 -1.50 2.67
C 3.01 -1.80 3.55
O 1.79 -1.59 2.86
C 1.23 -0.27 2.96
N 5.47 -1.63 3.36
H 5.13 -2.17 0.86
H 3.33 -2.15 0.79
H 4.18 -3.43 1.67
H 4.09 -0.47 2.28
H 3.05 -1.26 4.52
H 2.94 -2.84 3.90
H 1.17 -0.01 4.03
H 0.27 -0.24 2.45
H 1.86 0.46 2.43
H 5.48 -0.97 4.15
H 6.21 -1.26 2.77
C 3.52 6.18 -6.07
C 2.86 5.62 -4.82
C 1.59 4.86 -5.22
O 1.03 4.17 -4.13
C 0.27 5.01 -3.21
N 3.80 4.77 -4.12
H 4.00 5.43 -6.69
H 4.29 6.91 -5.79
H 2.83 6.78 -6.67
H 2.52 6.44 -4.18
H 1.85 4.09 -5.95
H 0.88 5.59 -5.64
H -0.15 4.37 -2.43
H -0.51 5.57 -3.73
H 1.01 5.63 -2.67
H 4.52 4.35 -4.68
H 3.37 4.07 -3.52

Output
SMILES = COC[C@H](C)N.COC[C@H](C)N.COC[C@H](C)N.COC[C@H](C)N.COC[C@H](C)N.COC[C@H](C)N.COC[C@H](C)N.COC[C@H](C)N.COC[C@H](C)N
E_LUMO = 0.4666 eV
HOMO-LUMO gap = 9.142 eV

***

Which of them is the most stable? Correct choice: *Q*.